(1)
44
Properties=species:S:1:pos:R:3:forces:R:3:nbo_charge:R:1 method="wB97M-V/def2-TZVPD" total_energy_ha=-1186.52220 fmax_ev_per_a=2.2 charge=+1 orbital_gap_ev=4.63 lumo_energy_ev=-6.64
F -3.5334 -1.6471 1.8916 0.2148 1.8603 -0.2167 -0.302
C -3.1970 -0.3087 1.8541 -0.2045 -1.2743 0.1092 0.405
C -3.4365 0.4489 3.0005 0.5283 0.4618 -0.6625 -0.212
C -3.0046 1.7783 2.9536 -0.3624 0.4689 1.1380 0.389
F -3.2162 2.5644 4.0639 0.1884 -0.9460 -1.5345 -0.298
C -2.3454 2.3117 1.8679 0.7483 -0.0196 -0.4259 -0.168
C -2.0073 1.4897 0.7379 -0.8063 -0.1937 0.8501 -0.151
C -1.1629 2.0604 -0.2623 -1.8563 0.3440 -1.1854 0.153
C -0.8566 1.6432 -1.5962 0.1998 0.1134 -0.3992 -0.158
C -0.3097 2.6201 -2.4944 0.1208 -0.1596 0.6251 -0.083
C 0.1121 2.2795 -3.7673 -0.0262 0.0505 -0.2059 -0.211
C -0.0478 0.9757 -4.2521 -0.0403 0.3553 0.5334 -0.141
C -0.6653 0.0516 -3.4171 -0.4234 -1.2150 -0.0236 0.391
F -0.8621 -1.2231 -3.8956 0.1751 1.5173 0.6275 -0.303
C -1.0853 0.3488 -2.1306 0.2087 -0.3245 -0.2012 -0.168
C -2.5819 0.1868 0.7187 0.4210 -0.1658 0.0363 -0.171
H -3.9156 0.0315 3.8722 -0.0375 -0.0268 0.0658 0.278
H -2.0552 3.3611 1.8650 0.0766 -0.2519 0.2340 0.249
H -0.9824 3.1235 -0.0935 0.5058 -0.2581 0.1712 0.231
H -0.2403 3.6525 -2.1526 0.2135 -0.2479 -0.0599 0.232
H 0.5815 3.0301 -4.4046 -0.2358 -0.1921 0.1988 0.252
H 0.2863 0.6862 -5.2427 -0.0559 0.0026 0.1247 0.262
H -1.5822 -0.4251 -1.5588 0.4499 0.0210 -0.2897 0.236
H -2.5333 -0.4487 -0.1564 0.0798 -0.0475 0.4960 0.239
C 0.7684 -3.7926 1.1123 -0.1569 0.1044 -0.0171 -0.200
C 1.8808 -3.3718 0.3955 -0.2597 0.0689 0.2654 -0.184
C 2.2246 -2.0164 0.3412 -0.1208 -0.0827 -0.2080 -0.006
C 1.4272 -1.0680 0.9905 -0.0892 -0.0474 0.1668 -0.045
C 0.3601 -1.5090 1.7818 -0.1290 -0.2056 -0.3907 -0.205
C -0.0029 -2.8476 1.8051 0.0556 -0.2031 0.0621 -0.218
C 1.6937 0.4191 0.9296 0.4978 0.2258 0.3991 -0.429
C 2.9727 0.7542 0.1809 -0.2359 -0.1490 -0.2131 -0.209
C 3.7405 -0.1562 -0.4324 -0.3199 -0.1085 0.1176 -0.153
C 3.4538 -1.6407 -0.4427 0.1002 0.2987 -0.3505 -0.473
H 4.3365 -2.2015 -0.0668 -0.4327 0.3561 -0.0769 0.239
H 0.5013 -4.8513 1.1371 0.0482 0.3652 0.0012 0.226
H 2.4955 -4.0941 -0.1447 -0.1381 0.1581 0.1946 0.219
H -0.1888 -0.7753 2.3710 -0.0300 -0.1099 -0.1180 0.197
H -0.8877 -3.1576 2.3610 0.2931 -0.0038 -0.0355 0.220
H 0.7787 0.9966 0.5541 1.1330 -0.6572 0.2127 0.183
H 1.8400 0.7787 1.9728 -0.2697 -0.0638 -0.4568 0.230
H 3.2650 1.8044 0.2245 0.0472 -0.2340 -0.2548 0.210
H 4.6409 0.1204 -0.9792 -0.1205 0.2506 0.2903 0.216
H 3.3410 -1.9826 -1.4929 0.0450 0.1646 0.4061 0.229

***

(2)
74
Properties=species:S:1:pos:R:3:forces:R:3:mulliken_charge:R:1 method="wB97M-V/def2-TZVPD" total_energy_ha=-7439.24775 fmax_ev_per_a=1.5 smiles="C[C@@H](O)CO[PH2](Br)CC(=O)Br.C[C@@H]1COC(=O)O1.C[C@@H]1COC(=O)O1.C[C@@H]1COC(=O)O1.C[C@@H]1COC(=O)O1" orbital_gap_ev=9.36 lumo_energy_ev=0.24
C -4.6057 1.8885 -0.9307 -0.1013 0.2126 -0.0291 -0.818
C -3.7625 2.7994 -1.8096 -0.0293 -0.3691 0.1814 0.379
O -2.7464 3.4225 -1.0284 0.1686 0.0911 -0.3195 -0.535
C -3.1905 2.0203 -2.9799 -0.3224 0.2026 -0.5093 -0.884
O -2.4410 2.8541 -3.8545 0.3332 -0.0085 0.4747 -0.533
P -0.7457 2.8292 -3.7535 -1.4938 0.0800 -0.1812 0.633
Br 1.6095 2.5505 -3.6811 0.4956 -0.1387 0.0033 -0.479
C -0.6652 4.6176 -4.1691 0.3127 -0.0146 -0.4453 -0.373
C -0.2712 5.5517 -3.0531 -0.4594 0.2657 0.3704 0.475
O -1.0668 6.1193 -2.3836 0.1662 -0.1272 -0.0671 -0.442
Br 1.6117 5.9507 -2.7603 0.0056 -0.0306 -0.1680 -0.155
H -4.9040 2.4469 -0.0438 -0.0072 -0.0368 0.0360 0.313
H -4.0232 1.0193 -0.6213 -0.1531 0.0654 -0.0443 -0.084
H -5.5142 1.5691 -1.4442 0.0393 -0.1132 -0.0464 0.425
H -4.3777 3.5961 -2.2296 0.1443 0.2090 0.1428 0.328
H -2.1227 2.7377 -0.7596 -0.1370 -0.0226 0.1993 0.326
H -4.0308 1.6422 -3.5677 0.0054 -0.1281 0.0405 0.394
H -2.6281 1.1393 -2.6432 0.1657 0.0688 0.1099 0.377
H -0.7062 1.8335 -4.7208 0.3590 0.1255 -0.1531 0.077
H -0.7574 2.4243 -2.4255 0.2780 0.0248 0.0470 -0.031
H -0.0455 4.7424 -5.0569 0.2459 -0.1199 0.1637 0.373
H -1.6832 4.8977 -4.4261 -0.0577 -0.0842 0.0839 0.299
C -4.4942 -2.9869 3.7776 -0.0665 -0.0099 -0.4758 -1.480
C -3.6931 -1.8539 3.1930 -0.2272 -0.1029 0.1841 0.661
C -4.4067 -0.5221 3.1061 0.0503 0.0935 0.0457 -0.459
O -3.7702 0.0926 1.9748 -0.0955 0.0157 0.0578 -0.304
C -3.3134 -0.8968 1.1759 0.0735 -0.1256 0.0069 0.655
O -2.9033 -0.7327 0.0694 0.1182 -0.0496 0.0016 -0.598
O -3.3836 -2.0875 1.8011 0.0615 0.0419 0.0421 -0.352
H -3.9092 -3.8974 3.7935 0.0581 -0.0661 0.1008 0.284
H -4.8003 -2.7556 4.7967 0.0465 -0.0009 0.0378 0.360
H -5.3828 -3.1791 3.1734 -0.0427 0.1306 0.0304 0.372
H -2.7434 -1.7486 3.7260 0.0300 0.0483 -0.0510 0.171
H -4.2796 0.0991 3.9887 0.0813 0.0874 -0.0755 0.308
H -5.4711 -0.6341 2.8888 -0.0045 -0.0704 0.0048 0.312
C 0.9280 -4.7196 5.2869 -0.1907 -0.0680 -0.2338 -1.471
C -0.3420 -4.3586 6.0104 0.2706 -0.1014 -0.0518 0.595
C -0.6160 -5.1453 7.2742 -0.0357 0.0473 0.0900 -0.514
O -2.0519 -5.1436 7.3317 0.0832 -0.0643 0.0017 -0.356
C -2.5123 -5.0170 6.0674 0.0513 0.0488 -0.0700 0.647
O -3.6443 -5.1588 5.7335 -0.0448 -0.1454 0.1871 -0.527
O -1.5064 -4.6921 5.2245 -0.0139 0.1041 0.0437 -0.355
H 1.0433 -4.1146 4.3888 0.0456 0.0521 0.0413 0.338
H 1.7973 -4.5572 5.9215 0.0054 0.0179 0.0137 0.394
H 0.9123 -5.7636 4.9750 0.0255 -0.0359 0.0977 0.341
H -0.3773 -3.2835 6.2093 -0.0644 -0.0014 0.0431 0.239
H -0.2050 -4.6864 8.1692 -0.1372 0.0311 0.0454 0.334
H -0.2716 -6.1791 7.2028 0.0392 0.0078 -0.0636 0.324
C 4.8690 4.8033 -7.6429 -0.1631 0.2476 0.0463 -1.468
C 3.8387 3.7919 -7.2117 0.2496 0.0659 -0.0987 0.551
C 3.4334 2.7899 -8.2727 0.0201 -0.1097 0.0428 -0.493
O 2.0827 2.4849 -7.9002 0.0456 0.0491 -0.0934 -0.328
C 1.5926 3.5519 -7.2347 0.0309 -0.0346 0.1016 0.675
O 0.4444 3.7016 -6.9556 -0.1102 -0.0007 -0.0209 -0.566
O 2.5747 4.4244 -6.9354 -0.0424 -0.0455 0.0196 -0.312
H 5.0993 5.4872 -6.8271 0.0349 -0.0465 0.0256 0.354
H 5.7883 4.3030 -7.9471 0.0001 -0.0351 0.0140 0.385
H 4.4947 5.3998 -8.4756 0.0071 -0.0745 -0.0606 0.359
H 4.1577 3.2826 -6.2988 -0.0733 -0.0386 0.0112 0.236
H 4.0362 1.8858 -8.2704 -0.1151 -0.0742 0.0591 0.308
H 3.4291 3.2236 -9.2757 0.0323 0.0592 0.0171 0.304
C 4.1983 -0.9814 3.0543 -0.2640 -0.0575 0.1310 -1.411
C 4.8652 -2.2712 3.4573 -0.0577 0.2181 -0.1487 0.466
C 5.3683 -3.1224 2.3109 0.0967 -0.0419 -0.0120 -0.497
O 5.2720 -4.4478 2.8502 -0.0169 0.0590 -0.0585 -0.337
C 4.3001 -4.4427 3.7899 -0.0102 0.0555 -0.0385 0.645
O 3.8335 -5.4131 4.2897 -0.0005 -0.0633 0.0622 -0.504
O 3.9254 -3.1719 4.0771 0.0837 -0.0267 0.0446 -0.290
H 3.8621 -0.4313 3.9323 0.0631 0.0223 0.0066 0.348
H 4.8916 -0.3526 2.4962 0.0317 -0.0099 0.0031 0.378
H 3.3223 -1.1808 2.4364 0.0581 -0.0272 -0.0798 0.348
H 5.6648 -2.0810 4.1782 0.0203 -0.0591 0.0046 0.246
H 6.3946 -2.9064 2.0268 0.0409 -0.1288 0.0565 0.313
H 4.7247 -3.0571 1.4307 -0.0372 0.0605 0.0211 0.306

***

(3)
38
Properties=species:S:1:pos:R:3:forces:R:3:nbo_charge:R:1 method="wB97M-V/def2-TZVPD" total_energy_ha=-806.10721 e_above_lowest_ev=2.505 fmax_ev_per_a=5.2 spin_multiplicity=2 charge=-1 orbital_gap_ev="1.93 / 6.30" lumo_energy_ev="2.89 / 2.78"
C -1.8027 2.9406 1.3882 -2.3816 0.4694 0.2936 -0.659
C -1.7106 2.2980 -1.1624 1.8417 0.2668 3.5169 -0.075
C -2.4556 2.9530 0.0472 3.0542 -2.3462 -2.0946 -0.065
C -2.3344 2.6485 -2.3009 -2.8131 0.5120 0.2086 0.104
C -3.5642 3.4123 -0.5070 0.1591 0.7754 -2.3550 -0.043
C -0.0823 1.1642 -2.5191 0.6301 -0.5551 -0.5174 -0.256
C -0.7518 1.5393 -3.7044 -1.3602 0.9723 -0.5269 -0.229
C -0.5106 1.5249 -1.2509 -0.5653 0.7810 0.2300 -0.182
C -1.9581 2.2327 -3.5638 -1.5229 1.9808 -1.5197 -0.243
N -3.5134 3.3602 -1.9204 0.3590 -0.6513 -2.1939 -0.581
H 0.7903 0.5127 -2.6288 -0.1089 0.4161 0.2127 0.217
H -0.3937 1.4438 -4.7509 0.0802 -0.6027 1.0667 0.212
H 0.1035 1.3119 -0.3578 -0.5070 -0.2336 -0.6268 0.232
H -2.7355 2.7400 -4.3310 2.4091 -1.6936 0.8087 0.186
H -1.3548 3.8459 1.6985 0.5907 1.5115 -0.3120 0.209
H -1.0184 2.2478 1.4245 0.7156 -1.4662 0.2619 0.231
H -4.3756 3.9107 -0.1199 -1.5896 1.0406 1.1481 0.193
H -4.1385 3.6984 -2.7108 0.7797 -0.5633 2.3596 0.405
H -2.5598 2.8300 2.1720 0.2115 -0.7173 0.0707 0.211
C 3.3696 -3.1885 3.6165 0.5389 0.1412 -1.0669 -0.632
C 1.8746 -2.3268 0.1950 1.0463 0.3846 -0.4642 0.176
C 1.6522 -2.5912 1.5670 2.0168 -0.4770 -0.0626 -0.093
C 2.9583 -2.9465 2.1963 -1.2214 0.8507 -2.9830 -0.117
C 3.8633 -2.7590 1.1594 -0.2311 0.4840 -0.7183 -0.152
C 0.8849 -2.0794 -0.7588 -0.1659 -0.0002 1.1265 -0.437
C -0.3988 -1.9403 -0.2500 -3.9089 0.7539 1.5018 -0.290
C -0.6671 -1.9410 1.1441 1.1125 -0.3100 0.3676 -0.277
C 0.3861 -2.2631 2.0381 -1.6806 0.1054 1.2519 -0.389
N 3.2353 -2.2706 -0.0540 -1.6166 -1.5377 4.6827 -0.565
H 1.0000 -1.8529 -1.7789 0.8002 0.0265 -1.1844 0.192
H -1.3264 -1.7302 -0.8666 1.4798 -0.2095 0.2856 0.188
H 3.5062 -2.1761 -0.9656 1.5530 -0.0564 -2.1994 0.384
H -1.6123 -1.6709 1.6718 0.4561 -0.3080 -1.1498 0.192
H 4.9177 -2.8233 1.2315 0.8307 -0.0610 -0.1071 0.173
H 0.2095 -2.3338 3.1209 -0.1665 0.1204 -0.4382 0.177
H 2.9411 -4.0668 4.0695 -0.5439 -0.2054 0.2259 0.200
H 3.1103 -2.2809 4.1500 0.1319 0.0102 0.6844 0.204
H 4.4616 -3.3736 3.6116 -0.4134 0.3919 0.2161 0.199

***

(4)
8
Properties=species:S:1:pos:R:3:forces:R:3:nbo_charge:R:1 method="wB97M-V/def2-TZVPD" total_energy_ha=-296.24427 e_above_lowest_ev=4.915 fmax_ev_per_a=3.7 orbital_gap_ev="7.78 / 6.81" lumo_energy_ev="-2.73 / -3.53"
C 0.5303 -0.9608 -0.9292 0.1297 -0.7767 0.2566 0.389
C -1.6029 -0.0910 -0.2711 -0.6670 -0.2783 0.2617 0.401
N 1.3578 -1.6915 -1.2804 0.0837 0.2247 -0.3302 -0.304
N -2.7395 -0.0558 -0.0852 -0.7127 0.2385 -0.0924 -0.296
N 0.7871 1.2215 0.7841 -2.1069 -1.3496 -1.5384 -0.516
N -0.3244 -0.1819 -0.3412 2.3339 2.4102 1.5495 -0.432
H 0.4256 1.0745 1.7864 1.3112 -0.7746 -1.8784 0.383
H 1.5661 0.6850 0.3365 -0.3719 0.3058 1.7715 0.375